No. 1
52
Properties=species:S:1:pos:R:3:forces:R:3 method="wB97M-V/def2-TZVPD" multiplicity=1 max_force_ev_per_a=0.8 homo_ev=-7.84 gap_ev=7.9
H 0.775957 3.246542 -8.661486 0.0 0.0 0.0
N 1.635650 3.430020 -8.150686 0.0 0.0 0.0
C 1.547674 3.089819 -6.932605 0.0 0.0 0.0
N 0.502973 2.530169 -6.226826 0.0 0.0 0.0
C 0.742294 2.274956 -4.882286 0.0 0.0 0.0
C -0.320386 1.661925 -4.089013 0.0 0.0 0.0
N -1.422457 1.463448 -4.704631 0.0 0.0 0.0
O -2.404040 0.870358 -3.934572 0.0 0.0 0.0
C -3.603417 0.799798 -4.699840 0.0 0.0 0.0
C -0.013710 1.331663 -2.638042 0.0 0.0 0.0
O 0.609218 2.113891 -1.946162 0.0 0.0 0.0
N -0.423513 0.116489 -2.214308 0.0 0.0 0.0
C -0.181207 -0.318577 -0.876410 0.0 0.0 0.0
C -1.304038 -0.892745 -0.068815 0.0 0.0 0.0
C -0.706104 0.436706 0.306566 0.0 0.0 0.0
C 0.394825 0.453550 1.339474 0.3 0.2 0.3
N 1.321418 -0.630405 0.936860 -0.2 -0.3 -0.4
C 1.298907 -1.805968 1.680062 -0.7 0.2 0.3
O 1.036329 -2.895235 1.212028 0.5 -0.1 -0.1
C 1.579140 -1.644995 3.159949 0.0 0.0 0.0
C 0.437031 -2.197322 4.008465 0.0 0.0 0.0
C 0.716043 -2.087768 5.496869 0.0 0.0 0.0
C 0.639428 -0.636988 6.057790 0.0 0.0 0.0
C -0.735738 -0.983949 6.615258 0.0 0.0 0.0
F -1.001460 -0.589156 7.888131 0.0 0.0 0.0
F -1.751250 -0.491018 5.840281 0.0 0.0 0.0
C -0.497739 -2.471946 6.388347 0.0 0.0 0.0
C 1.219210 -0.780810 -0.519456 0.0 0.0 0.0
C 1.975910 2.624081 -4.489668 0.0 0.0 0.0
S 2.898785 3.294928 -5.800719 0.0 0.0 0.0
H -0.385246 2.316935 -6.649027 0.0 0.0 0.0
H -4.334066 0.315586 -4.057064 0.0 0.0 0.0
H -3.944530 1.800472 -4.964774 0.0 0.0 0.0
H -3.447472 0.209083 -5.602721 0.0 0.0 0.0
H -1.036069 -0.417887 -2.807653 0.0 0.0 0.0
H -2.287904 -0.856104 -0.517289 0.0 0.0 0.0
H -1.099264 -1.771364 0.528151 0.0 0.0 0.0
H -1.285260 1.336077 0.155735 0.0 0.0 0.0
H 0.906661 1.417651 1.303909 0.0 0.0 0.0
H 0.036828 0.288893 2.355412 0.0 0.0 0.0
H 2.491144 -2.214681 3.360013 0.0 0.0 0.0
H 1.793693 -0.603730 3.402299 0.0 0.0 0.0
H -0.491206 -1.662393 3.776416 0.0 0.0 0.0
H 0.270764 -3.241695 3.737427 0.0 0.0 0.0
H 1.638581 -2.612165 5.745986 0.0 0.0 0.0
H 1.348533 -0.446659 6.861070 0.0 0.0 0.0
H 0.656277 0.183842 5.341965 0.0 0.0 0.0
H -1.315236 -3.009833 5.911140 0.0 0.0 0.0
H -0.211397 -2.964498 7.315539 0.0 0.0 0.0
H 1.420761 -1.812309 -0.797411 0.0 0.0 0.0
H 1.940020 -0.117308 -1.001997 0.0 0.0 0.0
H 2.368657 2.550628 -3.491682 0.0 0.0 0.0

***

No. 2
46
Properties=species:S:1:pos:R:3:forces:R:3 method="wB97M-V/def2-TZVPD" multiplicity=1 max_force_ev_per_a=1.2 homo_ev=-8.35 smiles=COc1cccc([C@H]2CCCN2Cc2nc(CC3CC3)no2)c1 gap_ev=9.3
C -2.229395 -3.015981 -1.349030 -0.2 -0.1 0.0
O -0.996929 -2.339700 -1.394560 0.3 0.2 0.0
C -0.447021 -1.908566 -0.222085 0.2 0.0 0.1
C -1.021246 -2.079269 1.032105 -0.2 -0.2 -0.2
C -0.375930 -1.580339 2.151498 0.1 0.0 0.1
C 0.826851 -0.912848 2.037399 0.0 -0.1 0.0
C 1.408028 -0.738603 0.786114 -0.2 -0.1 0.1
C 2.721929 -0.012945 0.649371 -0.1 -0.1 0.1
C 3.913956 -0.988503 0.506630 0.1 0.0 0.0
C 4.588451 -0.592104 -0.810685 0.1 0.2 0.0
C 4.140343 0.850574 -1.001919 0.1 0.0 -0.1
N 2.762047 0.802589 -0.560526 0.2 0.0 0.0
C 2.121364 2.091972 -0.435621 0.1 0.0 0.1
C 0.665202 1.886704 -0.229829 -0.8 0.1 -0.4
N -0.214459 1.549185 -1.118504 0.6 0.2 -0.3
C -1.353606 1.387325 -0.383086 0.5 0.2 0.3
C -2.627150 0.931875 -0.988464 -0.3 -0.1 0.2
C -3.625797 0.501871 0.058522 0.0 0.0 -0.1
C -4.669684 1.462168 0.539201 0.0 0.1 0.1
C -5.060395 0.302485 -0.326294 -0.1 -0.1 -0.1
N -1.175570 1.641415 0.881830 -1.1 -0.3 0.2
O 0.140083 1.975386 0.996440 0.8 0.3 -0.2
C 0.775220 -1.248113 -0.333400 -0.1 -0.1 0.0
H -3.022298 -2.386290 -0.931835 0.0 0.0 0.0
H -2.158883 -3.942839 -0.769977 0.0 0.0 0.0
H -2.470224 -3.258146 -2.383251 0.0 0.0 0.1
H -1.964272 -2.589458 1.150640 -0.1 0.0 0.0
H -0.829879 -1.707673 3.123041 -0.1 0.0 0.1
H 1.310014 -0.512770 2.916391 0.0 0.1 0.1
H 2.867844 0.617527 1.545943 0.0 -0.1 -0.1
H 3.573031 -2.022227 0.490062 0.0 0.0 0.1
H 4.598458 -0.869786 1.346163 0.0 0.0 0.0
H 5.671325 -0.693667 -0.774786 0.0 0.0 -0.1
H 4.203148 -1.200111 -1.627867 0.0 0.0 -0.1
H 4.187238 1.180808 -2.040994 0.1 0.1 0.0
H 4.751532 1.533641 -0.385226 0.0 0.0 0.0
H 2.268402 2.636775 -1.370795 -0.1 0.0 0.1
H 2.518287 2.687639 0.408152 0.0 0.0 -0.1
H -3.036092 1.740205 -1.600528 0.0 0.0 -0.1
H -2.381275 0.108044 -1.665357 0.0 0.0 0.0
H -3.203584 -0.169404 0.795396 -0.1 0.0 0.1
H -4.943700 1.443315 1.582010 0.0 -0.1 0.1
H -4.689765 2.449784 0.105103 0.1 0.1 -0.1
H -5.609270 -0.512682 0.120746 0.0 0.0 0.1
H -5.343737 0.503701 -1.348671 0.0 0.1 -0.1
H 1.204335 -1.103191 -1.311412 0.0 0.1 -0.2

***

No. 3
46
Properties=species:S:1:pos:R:3:forces:R:3 method="wB97M-V/def2-TZVPD" multiplicity=1 max_force_ev_per_a=1.3 homo_ev=-8.39 smiles=COc1cccc([C@H]2CCCN2Cc2nc(CC3CC3)no2)c1 gap_ev=9.2
C 2.983867 1.863496 3.128033 0.2 0.1 0.0
O 1.779141 1.140674 3.070342 -0.3 -0.2 -0.1
C 1.621783 0.217263 2.079417 -0.2 -0.1 0.0
C 2.569278 -0.084146 1.109173 0.2 0.2 0.1
C 2.290522 -1.059963 0.166454 0.0 -0.1 0.0
C 1.080140 -1.723165 0.166852 0.0 -0.1 0.0
C 0.112898 -1.412652 1.118684 0.3 -0.1 0.0
C -1.233632 -2.089533 1.083598 0.2 -0.4 -0.2
C -1.541080 -2.865864 2.377209 -0.2 0.0 -0.1
C -3.029121 -2.617979 2.612331 0.0 0.1 0.0
C -3.198329 -1.194740 2.100560 -0.3 -0.1 0.0
N -2.374835 -1.174852 0.908942 0.0 0.1 0.1
C -2.127698 0.146060 0.388914 -0.3 -0.1 0.0
C -1.211668 0.124817 -0.776287 0.5 0.7 -0.4
N -0.302629 1.009201 -1.056702 -0.4 0.2 0.5
C 0.248564 0.531179 -2.209714 -0.4 -0.4 0.2
C 1.328257 1.237482 -2.940180 -0.2 0.0 -0.3
C 0.717976 2.240210 -3.901357 0.2 -0.1 0.1
C 0.181333 3.532480 -3.366698 -0.1 0.0 0.1
C 1.433767 3.524388 -4.189593 0.1 0.0 -0.2
N -0.305271 -0.577929 -2.608617 0.9 0.0 -1.0
O -1.268802 -0.850142 -1.684236 -0.6 0.0 0.7
C 0.401965 -0.455881 2.077782 0.2 0.1 0.0
H 3.843135 1.202256 3.281774 0.0 0.0 0.0
H 2.887018 2.530507 3.983417 0.1 0.0 -0.1
H 3.139665 2.458138 2.222177 0.0 0.0 0.0
H 3.519523 0.424912 1.077676 0.1 0.1 0.0
H 3.031420 -1.297272 -0.582954 0.1 0.0 -0.1
H 0.874833 -2.473437 -0.582599 -0.1 0.0 -0.1
H -1.250534 -2.775400 0.224966 0.2 0.1 0.2
H -0.956585 -2.457845 3.202610 0.0 0.0 0.0
H -1.300783 -3.922450 2.278547 0.1 0.0 0.0
H -3.625181 -3.298088 2.004484 -0.1 0.0 0.0
H -3.316553 -2.727469 3.656153 -0.1 0.0 0.0
H -2.859280 -0.465465 2.857150 0.0 0.0 0.0
H -4.231613 -0.955642 1.836048 0.0 0.0 0.1
H -1.696235 0.850187 1.122229 0.0 -0.1 -0.2
H -3.093786 0.554616 0.062577 0.1 0.1 0.0
H 1.952950 1.754123 -2.211329 0.1 -0.1 0.0
H 1.924025 0.506793 -3.488939 0.1 0.1 0.0
H 0.176465 1.774121 -4.715206 0.0 0.1 0.0
H -0.719253 3.937178 -3.802594 0.0 0.0 -0.1
H 0.266331 3.706659 -2.305270 0.1 0.0 0.1
H 1.393683 3.920114 -5.193010 -0.1 0.0 -0.1
H 2.373157 3.706126 -3.690102 0.1 0.0 0.1
H -0.310026 -0.199722 2.847410 -0.1 0.0 0.1